1.
Computed, not measured: C26H22Br2N6O6S2Ta as an isolated structure, with wB97M-V/def2-TZVPD.

Geometry (Å):
Ta (-0.39862, 0.27382, -0.18218)
C (1.17600, 3.32670, -2.74371)
C (0.56852, 1.97995, -2.57425)
O (0.15950, 1.71950, -1.36220)
C (0.46032, 1.07595, -3.56939)
C (-0.06863, -0.25451, -3.39079)
C (-0.13422, -1.14716, -4.59515)
N (-0.45516, -0.69462, -2.22896)
N (-0.94281, -2.01262, -2.25285)
C (-1.15527, -2.42828, -1.05773)
O (-0.95450, -1.65553, -0.00473)
C (-1.64475, -3.79680, -0.81530)
C (-2.06077, -4.15106, 0.46097)
C (-2.52707, -5.43349, 0.70862)
C (-2.57284, -6.36709, -0.31680)
C (-2.14904, -6.01619, -1.59595)
C (-1.68501, -4.73502, -1.84539)
H (0.46596, 4.08908, -2.41298)
H (1.47424, 3.51350, -3.77250)
H (2.04716, 3.39194, -2.08756)
H (0.81756, 1.34373, -4.55427)
H (0.05750, -0.57648, -5.50306)
H (-1.09632, -1.64908, -4.65509)
H (0.62028, -1.93305, -4.50522)
H (-2.01314, -3.41559, 1.25544)
H (-2.85058, -5.70626, 1.70581)
H (-2.93157, -7.37064, -0.11994)
H (-2.17426, -6.74678, -2.39546)
H (-1.34258, -4.44723, -2.83145)
Br (-2.42955, 0.92012, 3.17753)
C (-0.94596, -0.23051, 3.37156)
C (-0.63025, -0.59876, 4.67032)
C (0.35366, -1.54432, 4.85803)
C (0.94613, -2.10826, 3.74792)
C (0.59360, -1.64929, 2.49451)
N (-0.31136, -0.67985, 2.29265)
C (1.25589, -2.38962, 1.34566)
O (1.32389, -3.58313, 1.38763)
O (1.89451, -1.70321, 0.38577)
H (-1.16836, -0.15900, 5.49670)
H (0.63120, -1.85909, 5.85708)
H (1.67535, -2.90152, 3.82703)
S (2.92204, 0.65898, 0.07765)
C (1.63510, -0.33551, 0.14690)
Br (2.08738, 3.75069, 5.66051)
C (0.88321, 4.29751, 4.30970)
C (0.30159, 5.55483, 4.37215)
N (-0.55894, 5.98955, 3.45126)
C (-0.86098, 5.17132, 2.44317)
C (-0.32437, 3.90146, 2.31085)
C (0.57502, 3.45177, 3.26613)
C (-0.72806, 3.02338, 1.17259)
O (-1.46903, 3.46177, 0.29807)
O (-0.24799, 1.82022, 1.23183)
H (0.53766, 6.22856, 5.18848)
H (-1.56612, 5.53184, 1.70261)
H (1.01419, 2.46702, 3.17914)
N (-3.59517, 0.69200, -2.98431)
C (-3.06287, 1.26788, -1.90522)
N (-2.51562, 2.46508, -2.01949)
S (-3.11395, 0.48474, -0.37893)
H (-3.53846, 1.10678, -3.89877)
H (-3.89145, -0.26550, -2.89956)
H (-2.38900, 2.90402, -2.91701)
H (-2.05422, 2.85474, -1.18487)

Cartesian forces, eV/Å:
Ta 0.23 -0.53 0.89
C -0.02 0.13 0.07
C 0.18 -0.12 -0.13
O -0.12 0.41 0.11
C -0.05 -0.22 -0.26
C -0.04 -0.02 0.01
C 0.10 0.07 -0.07
N -0.09 0.05 0.10
N 0.07 0.10 -0.13
C 0.03 0.19 -0.07
O 0.07 -0.19 -0.09
C 0.00 -0.02 0.03
C -0.03 -0.01 0.13
C -0.02 -0.04 0.01
C 0.03 0.03 -0.04
C 0.00 0.04 0.06
C -0.02 -0.03 -0.03
H 0.05 0.01 -0.01
H 0.00 0.01 0.00
H -0.01 0.02 -0.01
H -0.02 -0.04 0.04
H 0.00 -0.03 0.04
H -0.03 0.00 -0.02
H -0.05 0.03 0.00
H -0.01 -0.06 -0.05
H 0.01 0.01 -0.04
H 0.02 0.04 -0.02
H 0.00 0.03 0.03
H -0.02 -0.02 0.04
Br -0.04 -0.02 -0.10
C 0.11 0.06 -0.07
C -0.08 0.05 0.05
C 0.02 -0.01 0.23
C 0.18 -0.17 0.02
C 0.05 0.04 -0.25
N -0.25 0.12 0.01
C -0.02 0.26 -0.11
O 0.01 -0.17 -0.01
O 0.13 0.11 0.10
H 0.00 -0.01 -0.01
H -0.02 0.02 -0.06
H -0.02 0.02 0.00
S -0.09 -0.14 -0.03
C -0.11 -0.19 0.05
Br 0.01 0.00 0.01
C 0.03 0.01 0.04
C -0.16 0.07 -0.18
N 0.09 -0.09 0.06
C -0.02 0.23 0.13
C 0.11 -0.14 0.08
C 0.02 -0.07 0.00
C 0.14 -0.32 0.01
O 0.04 0.08 -0.01
O -0.26 0.32 -0.38
H -0.02 -0.01 -0.03
H 0.04 0.00 0.05
H 0.00 0.01 0.00
N -0.13 -0.32 -0.02
C 0.16 0.38 -0.04
N -0.16 -0.07 -0.03
S 0.14 -0.07 -0.12
H 0.01 0.03 0.01
H -0.02 0.02 -0.04
H -0.01 -0.04 -0.02
H -0.10 0.18 0.04

Calculated values
2S+1	2
total energy	-211855.943	eV
LUMO level (alpha / beta)	-0.63 / -0.54	eV
highest occupied orbital energy (alpha / beta)	-6.7 / -7.9	eV
ΔE to the lowest compared entry with this formula, charge and spin	63.2	kJ/mol

=====

2.
Computed, not measured: C26H22BrCl5IrN2O4S as an isolated structure, with wB97M-V/def2-TZVPD.

Geometry (Å):
Ir (0.05623, 0.91497, -1.00301)
O (4.24040, 2.30889, -0.60031)
C (4.54951, 1.44798, 0.39628)
C (5.90091, 1.18867, 0.61133)
C (6.30865, 0.32248, 1.60549)
C (5.36585, -0.31898, 2.39589)
C (4.02324, -0.05108, 2.20151)
C (3.59144, 0.83450, 1.21532)
C (2.12092, 1.20798, 1.06017)
O (1.77234, 1.66113, -0.20184)
N (1.27443, 0.11169, 1.44517)
N (0.04133, 0.04810, 0.95559)
C (-0.74469, -0.90743, 1.29907)
C (-2.05632, -1.10528, 0.75960)
Br (-2.49262, -0.02529, -0.74964)
C (-2.96194, -2.00904, 1.14350)
C (-2.89315, -2.85174, 2.33948)
C (-2.34754, -2.41012, 3.54820)
C (-2.29091, -3.25973, 4.64043)
C (-2.78020, -4.55479, 4.54617)
C (-3.34549, -4.99482, 3.35679)
C (-3.41905, -4.14439, 2.26801)
H (3.27115, 2.33001, -0.69441)
H (6.61745, 1.69687, -0.02043)
H (7.36238, 0.15072, 1.77934)
H (5.66583, -1.02953, 3.15360)
H (3.31402, -0.54526, 2.85617)
H (1.94525, 2.02903, 1.77859)
H (1.60517, -0.61044, 2.06363)
H (-0.40776, -1.65387, 2.01183)
H (-3.82944, -2.15449, 0.50868)
H (-2.02539, -1.38073, 3.64626)
H (-1.86451, -2.90783, 5.57037)
H (-2.72174, -5.21893, 5.39772)
H (-3.72573, -6.00390, 3.27387)
H (-3.85489, -4.48720, 1.33745)
Cl (1.53774, -2.74288, -7.04141)
C (1.24585, -2.23202, -5.43155)
C (0.98045, -0.89844, -5.16020)
Cl (0.95301, 0.26962, -6.41787)
C (0.73790, -0.51369, -3.85100)
Cl (0.38039, 1.14490, -3.48035)
C (0.74205, -1.38665, -2.77505)
O (0.49580, -1.01545, -1.54435)
C (1.02470, -2.73061, -3.07204)
Cl (1.04093, -3.83762, -1.75873)
C (1.26713, -3.14969, -4.37250)
Cl (1.59209, -4.79953, -4.69037)
O (-0.68938, 2.83005, -0.34125)
S (-0.96610, 4.04632, -1.23996)
C (-2.10880, 5.04980, -0.22495)
C (-3.51170, 4.92919, -0.82306)
C (-3.57130, 3.57157, -1.50900)
C (-2.30341, 3.49578, -2.34737)
H (-1.72821, 6.06955, -0.22255)
H (-2.03587, 4.64050, 0.78219)
H (-3.67322, 5.72262, -1.55393)
H (-4.27282, 5.01799, -0.04951)
H (-4.46476, 3.45965, -2.12237)
H (-3.55966, 2.77119, -0.76678)
H (-2.32604, 4.17149, -3.20396)
H (-2.05190, 2.48819, -2.67794)

Cartesian forces, eV/Å:
Ir 0.10 -1.19 1.68
O 0.10 0.12 0.06
C 0.05 -0.10 0.12
C 0.08 0.09 -0.04
C -0.04 0.01 0.03
C -0.06 -0.11 0.07
C 0.00 0.06 -0.09
C -0.15 -0.09 -0.44
C 0.21 0.38 0.99
O -0.53 -0.29 -1.89
N 0.33 -0.28 0.16
N 0.02 0.29 -1.56
C -0.14 0.13 0.21
C -0.04 -0.16 -0.24
Br 0.17 0.23 -0.69
C -0.07 0.01 0.03
C 0.04 -0.13 0.08
C -0.10 0.04 -0.08
C 0.05 0.03 0.05
C 0.06 -0.01 -0.06
C -0.02 -0.02 -0.01
C 0.10 0.03 -0.08
H 0.02 -0.10 -0.08
H 0.00 -0.01 -0.01
H 0.01 -0.03 -0.09
H 0.04 0.06 0.04
H 0.01 0.03 0.05
H -0.13 0.13 -0.19
H -0.13 -0.13 -0.09
H 0.03 0.17 0.16
H -0.03 0.05 0.03
H 0.05 -0.02 0.03
H -0.04 0.01 0.01
H -0.02 0.01 0.01
H -0.03 0.01 0.03
H -0.03 -0.02 0.02
Cl 0.01 -0.01 0.00
C 0.00 0.00 0.02
C 0.05 0.03 -0.18
Cl -0.03 0.05 0.05
C -0.01 -0.28 0.07
Cl -0.13 0.94 0.79
C 0.12 0.13 -0.19
O -0.01 0.74 1.05
C -0.03 -0.17 0.13
Cl -0.01 -0.02 0.02
C -0.02 0.08 0.04
Cl 0.00 0.00 0.02
O 0.03 -0.69 0.25
S -0.11 -0.12 -0.29
C 0.09 0.16 -0.08
C 0.00 -0.14 0.00
C -0.03 0.04 -0.07
C -0.07 0.02 0.21
H 0.04 -0.01 0.06
H 0.11 -0.11 -0.05
H -0.04 0.01 0.02
H 0.04 0.10 0.02
H 0.02 -0.03 -0.02
H -0.06 0.01 0.01
H 0.04 0.00 0.00
H 0.10 0.07 -0.11

Calculated values
total energy	-184809.383	eV
LUMO level	-4.06	eV
net charge	+1
highest occupied orbital energy	-10.4	eV
ΔE to the lowest compared entry with this formula, charge and spin	177.4	kJ/mol

=====

3.
Computed, not measured: C26H22Cl3N3O8Pt as an isolated structure, with wB97M-V/def2-TZVPD.

Geometry (Å):
Pt (-0.74411, 1.16086, 1.20319)
O (-3.50428, -1.43243, -4.52453)
C (-3.34255, -0.04038, -4.39768)
C (-2.68329, 0.23434, -3.07836)
C (-2.15625, 1.48793, -2.77491)
C (-1.54756, 1.68173, -1.56445)
N (-1.46707, 0.71558, -0.62044)
C (-2.03547, -0.46408, -0.88459)
C (-2.62451, -0.75083, -2.10726)
C (-1.69760, -1.61958, 1.25330)
C (-1.99213, -2.83877, 1.83428)
C (-1.32233, -3.20219, 2.98772)
C (-1.59983, -4.52651, 3.65385)
O (-2.63992, -5.23162, 3.03137)
C (-0.35116, -2.32999, 3.49354)
C (-0.11240, -1.14324, 2.85930)
N (-0.78736, -0.77845, 1.73582)
H (-3.93860, -1.63657, -5.35961)
H (-4.30245, 0.48990, -4.41251)
H (-2.72351, 0.37738, -5.19926)
H (-2.20328, 2.30622, -3.48072)
H (-1.09024, 2.62605, -1.31293)
H (-3.03539, -1.73208, -2.29613)
H (-2.73644, -3.48524, 1.39178)
H (-1.77626, -4.36118, 4.72034)
H (-0.68998, -5.13003, 3.57845)
H (-3.45739, -5.13387, 3.52994)
H (0.20656, -2.56999, 4.38893)
H (0.61236, -0.43061, 3.22401)
Cl (5.08863, -0.36401, 1.25113)
C (4.18955, 1.09461, 1.54840)
C (4.59188, 1.91840, 2.57944)
C (3.88575, 3.08103, 2.84864)
C (2.77579, 3.39194, 2.08936)
C (2.38347, 2.54660, 1.06236)
Cl (0.94165, 3.02689, 0.19906)
C (3.07320, 1.37767, 0.74234)
N (2.71027, 0.43385, -0.23146)
C (2.18862, 0.68622, -1.51905)
C (2.50549, 1.81249, -2.26995)
C (2.01528, 1.95542, -3.55768)
C (1.23657, 0.96037, -4.13696)
C (0.93773, -0.18187, -3.41390)
C (1.38793, -0.30080, -2.10564)
C (1.11339, -1.52023, -1.24712)
C (0.00261, -2.34299, -1.63903)
O (-0.68518, -3.15999, -1.96439)
O (-2.40776, -1.29660, 0.13485)
H (5.46137, 1.64803, 3.16200)
H (4.19855, 3.73712, 3.64796)
H (2.19829, 4.28482, 2.28487)
H (3.34230, -0.35663, -0.19393)
H (3.14857, 2.56975, -1.83964)
H (2.27562, 2.83564, -4.13005)
H (0.89299, 1.06132, -5.15725)
H (0.36656, -0.97859, -3.88140)
H (0.95408, -1.20956, -0.20178)
H (1.91555, -2.28125, -1.25682)
O (-1.13106, 3.57202, 4.36587)
Cl (-1.45741, 2.70918, 3.31470)
O (-1.57024, 3.38427, 2.02535)
O (-2.56823, 1.86653, 3.55906)
O (-0.21936, 1.79594, 3.05821)

Cartesian forces, eV/Å:
Pt 0.34 0.06 -0.38
O 0.06 0.00 -0.03
C 0.02 -0.01 0.00
C 0.03 -0.02 -0.06
C -0.03 -0.03 -0.08
C 0.32 -0.14 0.04
N -0.05 -0.03 -0.05
C -1.20 0.72 0.37
C 0.39 -0.17 -0.14
C 0.14 0.06 -0.15
C 0.02 -0.01 -0.03
C 0.01 -0.04 -0.02
C 0.00 -0.01 0.00
O -0.01 0.06 -0.04
C 0.03 -0.02 -0.02
C 0.06 -0.02 -0.06
N -0.29 0.10 0.40
H -0.04 0.00 0.02
H 0.00 0.00 -0.01
H 0.01 0.00 0.00
H -0.01 0.01 0.01
H -0.04 0.02 0.00
H -0.18 0.06 0.11
H -0.02 0.02 0.01
H -0.02 0.02 -0.01
H 0.00 -0.01 0.02
H 0.01 -0.05 0.03
H 0.00 0.00 0.00
H -0.04 0.03 0.03
Cl 0.00 0.00 0.00
C -0.02 0.00 -0.01
C -0.01 0.03 0.02
C 0.02 -0.02 -0.01
C 0.00 0.02 -0.03
C 0.05 0.02 0.07
Cl -0.10 0.03 -0.01
C 0.21 0.01 -0.09
N -0.44 -0.01 0.22
C 0.19 -0.04 -0.06
C -0.08 0.05 0.02
C 0.02 0.00 0.01
C 0.02 -0.03 -0.02
C -0.02 0.01 0.01
C 0.04 -0.03 -0.02
C -0.08 0.00 0.10
C 0.31 -0.49 -0.40
O -0.08 0.30 0.15
O 0.45 -0.37 -0.16
H 0.00 0.00 0.00
H 0.00 -0.01 0.00
H 0.00 0.00 0.00
H 0.02 0.00 -0.05
H 0.01 -0.01 -0.01
H 0.00 0.00 0.01
H 0.00 0.00 0.00
H -0.03 0.02 0.01
H 0.00 -0.06 0.02
H 0.09 0.11 0.07
O 0.07 0.02 -0.01
Cl 0.08 0.25 -0.12
O -0.21 -0.13 0.11
O 0.04 0.06 0.13
O -0.09 -0.35 0.09

Calculated values
total energy	-88959.194	eV
LUMO level	-7.36	eV
net charge	+2
highest occupied orbital energy	-13.8	eV
ΔE to the lowest compared entry with this formula, charge and spin	339.9	kJ/mol

=====

4.
Computed, not measured: C26H22N4O6Pd as an isolated structure, with wB97M-V/def2-TZVPD.

Geometry (Å):
Pd (-1.03130, 0.61340, -0.05679)
O (-1.06837, -3.36724, -1.80347)
C (-1.21994, -2.17329, -1.30829)
O (-0.36882, -1.56433, -0.67094)
C (-2.57546, -1.58306, -1.57796)
C (-3.62906, -2.24426, -2.18848)
C (-4.83244, -1.56124, -2.32014)
C (-4.94391, -0.25831, -1.84251)
C (-3.83649, 0.32951, -1.25333)
N (-2.68346, -0.33397, -1.13687)
C (-3.76292, 1.71234, -0.65172)
O (-4.74428, 2.55386, -0.75599)
O (-2.75010, 2.05564, -0.04732)
H (-0.19632, -3.74564, -1.59276)
H (-3.51353, -3.25841, -2.54569)
H (-5.68359, -2.04173, -2.78523)
H (-5.89032, 0.25962, -1.93370)
H (-5.51336, 2.25499, -1.26516)
O (-1.81603, -3.53049, 6.95894)
C (-1.91204, -2.30463, 6.60754)
O (-2.46326, -1.43166, 7.26544)
C (-1.47902, -1.59508, 5.37302)
C (-0.37502, -0.72147, 5.45611)
C (-0.02839, 0.02976, 4.35652)
C (-0.82032, -0.01942, 3.20232)
C (-1.91207, -0.89861, 3.11910)
C (-2.26922, -1.65870, 4.20508)
N (-0.55817, 0.85037, 2.11130)
C (-0.20010, 2.05829, 2.36392)
C (0.15411, 2.96589, 1.28361)
C (0.53081, 4.27228, 1.52539)
C (0.85672, 5.08600, 0.44075)
C (0.78402, 4.55456, -0.83163)
C (0.38949, 3.22681, -0.99403)
N (0.09489, 2.44711, 0.03714)
H (-1.31224, -4.09362, 6.34609)
H (0.19440, -0.64663, 6.37422)
H (0.84846, 0.66159, 4.40057)
H (-2.50740, -0.93137, 2.21575)
H (-3.14688, -2.29156, 4.17146)
H (-0.15414, 2.43406, 3.38449)
H (0.56358, 4.65368, 2.53779)
H (1.15182, 6.11542, 0.59590)
H (1.01665, 5.15159, -1.70277)
H (0.29661, 2.79305, -1.98197)
N (3.48019, 0.10563, -2.84894)
C (4.46460, -0.61871, -3.40144)
C (4.47533, -0.83859, -4.81504)
C (5.50014, -1.53693, -5.37779)
C (6.53265, -2.05135, -4.56380)
C (6.52049, -1.85515, -3.16473)
C (5.50474, -1.15928, -2.58314)
H (3.58674, 0.45087, -1.90698)
H (2.87940, 0.64368, -3.45595)
H (3.68092, -0.42601, -5.42464)
H (5.53463, -1.69312, -6.44726)
H (7.34578, -2.60264, -5.01799)
H (7.32640, -2.25372, -2.56399)
H (5.48439, -0.98976, -1.51395)

Cartesian forces, eV/Å:
Pd -0.33 0.27 0.21
O -0.01 -0.02 0.03
C 0.00 -0.02 0.00
O 0.02 0.04 -0.01
C 0.01 0.02 -0.03
C 0.01 0.01 -0.04
C 0.00 0.00 0.00
C 0.00 0.01 -0.02
C 0.01 -0.01 -0.01
N -0.02 -0.12 0.09
C 0.02 0.02 -0.04
O -0.02 0.00 0.02
O -0.05 -0.06 0.01
H 0.00 0.01 0.00
H 0.00 0.00 0.01
H 0.00 0.00 0.00
H 0.00 0.00 0.00
H 0.01 0.00 0.00
O 0.01 0.00 0.03
C 0.00 -0.01 -0.01
O -0.01 0.00 0.00
C 0.00 0.00 -0.01
C 0.01 0.00 0.00
C 0.01 -0.02 -0.01
C -0.05 0.02 0.01
C -0.01 0.01 0.00
C 0.00 0.01 0.01
N -0.05 -0.02 -0.01
C 0.10 -0.03 -0.02
C 0.02 -0.01 0.02
C 0.01 0.01 -0.01
C 0.00 -0.01 0.00
C 0.01 0.00 0.00
C -0.01 0.00 -0.01
N -0.02 -0.03 0.00
H 0.00 0.00 -0.01
H 0.00 0.00 0.00
H 0.00 0.01 0.00
H 0.00 0.01 0.00
H 0.00 0.00 0.00
H 0.02 -0.01 0.00
H -0.01 0.00 0.00
H 0.00 0.00 0.00
H 0.00 0.00 0.00
H 0.01 0.00 0.00
N 0.39 0.13 -0.23
C 0.01 0.02 -0.01
C 0.00 0.00 0.00
C 0.00 -0.01 0.00
C -0.01 0.00 0.00
C 0.00 -0.01 0.00
C 0.01 0.01 0.00
H 0.00 -0.13 0.05
H -0.05 -0.08 -0.02
H 0.00 0.00 0.00
H 0.00 -0.01 0.00
H 0.00 0.01 0.00
H 0.00 0.00 0.00
H 0.00 0.00 0.00

Calculated values
2S+1	5
total energy	-49003.870	eV
LUMO level (alpha / beta)	-11.40 / -14.00	eV
net charge	+4
highest occupied orbital energy (alpha / beta)	-18.6 / -19.4	eV